This record from OMol25 describes 2 unconnected molecules or ions with the total composition C27H26N3OS at a distorted geometry. The level of theory is wB97M-V/def2-TZVPD.

The geometry in XYZ format:
```
58
Properties=species:S:1:pos:R:3:forces:R:3
C -2.7045 4.2051 4.4182 0.392 0.067 -0.027
O -1.2956 4.4263 4.1733 0.039 -0.796 -0.567
C -0.6894 3.7302 3.1689 -0.433 0.282 -0.557
C -1.3932 2.9137 2.2435 0.410 0.673 0.596
C -0.6965 2.3439 1.1901 0.249 -0.078 -0.024
C 0.7060 2.4553 1.0559 -1.060 0.133 1.057
C 1.3211 1.7191 -0.0281 0.198 1.109 -1.345
C 0.9394 1.9827 -1.3469 0.518 -0.334 0.630
C 1.6320 1.5479 -2.5557 -0.428 -0.758 -0.410
C 2.8728 0.9696 -2.7669 0.132 -0.203 -0.480
C 3.2572 0.6730 -4.0902 -0.230 0.208 0.448
C 2.4077 0.9606 -5.1698 -0.583 0.210 0.152
C 1.1463 1.5543 -4.9640 0.428 -0.153 0.163
C 0.7864 1.8167 -3.6488 0.988 0.242 0.154
N -0.3253 2.5221 -3.1632 0.102 0.386 2.222
C -1.3635 3.0290 -4.0351 -0.644 0.321 -0.391
C -0.2200 2.6841 -1.8146 -0.046 -0.841 -1.498
C 1.3892 3.2912 1.9894 0.160 -0.830 -0.486
C 0.7045 3.9503 2.9880 -0.851 -0.189 0.217
H -2.9148 4.8232 5.2907 -0.087 -0.134 -0.145
H -3.3234 4.5333 3.5711 0.258 -0.032 0.160
H -2.9196 3.1508 4.6466 0.184 0.269 -0.066
H -2.4711 2.7601 2.3233 0.409 0.063 0.028
H -1.2523 1.7357 0.4753 0.286 0.108 0.275
H 2.1810 1.0442 0.1535 -0.459 0.648 -0.143
H 3.5087 0.7747 -1.9025 0.053 -0.064 -0.426
H 4.2356 0.2350 -4.2891 -0.300 0.098 0.104
H 2.7217 0.7347 -6.1906 -0.054 0.076 0.373
H 0.4797 1.8377 -5.7773 0.411 -0.263 0.015
H -1.0883 2.7463 -5.0571 -0.321 0.164 0.348
H -2.3472 2.5967 -3.7912 0.456 0.076 -0.051
H -1.4416 4.1263 -3.9906 0.159 -0.410 0.095
H -0.9854 3.1575 -1.2124 0.080 0.144 -0.344
H 2.4718 3.4196 1.8871 -0.414 0.015 0.093
H 1.1939 4.6422 3.6699 0.000 -0.209 -0.162
C 0.6343 -6.9403 1.1479 0.231 0.323 -0.001
C -0.2287 -5.8468 1.0954 0.443 -0.003 0.079
C 0.3208 -4.5729 1.0454 -0.277 0.311 -0.151
C 1.6914 -4.3449 0.9612 -0.001 -0.913 -0.127
C 2.5505 -5.4505 0.9994 -0.041 0.283 -0.009
C 2.0212 -6.7468 1.1227 -0.055 0.264 -0.042
S 2.0148 -2.6343 0.6791 -0.246 0.180 0.141
C 0.2683 -2.2376 0.7141 -0.768 -0.054 -0.190
N -0.2407 -1.0797 0.4833 -0.018 -0.488 -0.004
C -1.7273 -0.9397 0.6011 0.695 0.219 -0.174
C -2.4185 -2.0623 1.3623 -0.098 0.265 0.400
C -1.8959 -3.4268 0.9708 0.355 0.124 -0.296
N -0.4286 -3.3998 0.9859 -0.529 -0.139 -0.062
H 0.2206 -7.9403 1.1951 0.081 0.046 0.011
H -1.3040 -5.9473 1.0686 0.046 -0.274 0.071
H 3.6234 -5.2858 0.9130 -0.199 -0.177 0.077
H 2.6911 -7.6131 1.1774 -0.270 0.479 -0.070
H -1.8365 -0.0016 1.1654 -0.379 -0.364 -0.249
H -2.2151 -0.8041 -0.3930 0.621 -0.059 0.421
H -2.2499 -1.8797 2.4333 -0.096 -0.276 -0.188
H -3.4987 -2.0446 1.1765 0.173 0.116 0.134
H -2.2452 -4.1846 1.6734 0.094 0.080 0.011
H -2.2707 -3.7098 -0.0289 0.236 0.060 0.211
```
Forces are in eV/Å.

For the HOMO-LUMO gap, the calculation gives 0.195 hartree. The HOMO energy comes out at -9.859 eV. As for the energy relative to the best compared isomer or geometry (same formula, charge and spin): 6.60 kcal/mol. Its charge is +1.

natural (NBO) population analysis, charges in e, atoms 1 to 5: C -0.262; O -0.477; C 0.346; C -0.266; C -0.177


This record from OMol25 describes a molecular structure, C27H27AsCrF3N4O at a distorted geometry. The level of theory is wB97M-V/def2-TZVPD.

The geometry in XYZ format:
```
64
Properties=species:S:1:pos:R:3:forces:R:3
Cr -0.1124 0.3287 -0.2343 -0.496 0.954 1.497
O 1.1918 0.2291 3.5327 -0.230 0.029 -0.657
C 1.0669 0.3609 2.3339 1.334 0.470 0.947
N 0.0295 -0.0798 1.5863 -0.884 -0.442 -1.933
C -1.0030 -0.8084 2.2603 -0.330 -0.258 0.520
C -2.0564 -1.1700 1.2690 -0.279 -0.180 0.317
C -3.1961 -1.8613 1.6657 0.115 0.115 -0.199
C -4.1411 -2.2090 0.7214 0.270 0.104 -0.075
C -3.9165 -1.8420 -0.6022 0.152 0.106 0.081
C -2.7719 -1.1331 -0.9092 -0.342 -0.133 -0.507
N -1.8421 -0.8004 -0.0043 0.080 -0.154 0.088
C 2.0600 1.0778 1.4736 0.558 0.167 0.450
C 3.2518 1.5426 2.0082 -0.377 -0.143 -0.132
C 4.1787 2.1227 1.1581 -0.226 -0.065 -0.228
C 3.8564 2.2302 -0.1876 -0.079 -0.001 0.147
C 2.6195 1.7837 -0.6271 0.149 0.212 -0.411
N 1.7259 1.2011 0.1757 0.222 -0.104 0.126
H -1.4274 -0.2052 3.0771 0.035 -0.101 -0.115
H -0.6044 -1.7134 2.7445 -0.029 0.185 -0.102
H -3.3231 -2.1158 2.7057 0.002 -0.056 0.120
H -5.0243 -2.7575 1.0059 -0.119 -0.058 0.003
H -4.6202 -2.1088 -1.3741 -0.025 0.068 -0.115
H -2.5862 -0.8100 -1.9296 -0.006 -0.078 0.102
H 3.4253 1.4284 3.0671 0.004 -0.064 0.075
H 5.1238 2.4779 1.5332 0.148 0.047 0.033
H 4.5566 2.6582 -0.8877 -0.039 0.076 -0.096
H 2.3302 1.9146 -1.6630 0.037 -0.089 0.084
C 1.9525 0.1257 -3.6223 0.093 0.088 0.172
As 0.2145 -0.1586 -2.7704 0.142 -0.634 -1.181
C 0.0558 -2.0741 -3.1492 0.009 -0.102 0.135
C -1.0262 0.5870 -4.1766 -0.030 0.113 0.483
C -0.6252 0.3305 -5.5922 0.222 -0.089 -0.359
C -1.0105 -0.8352 -6.2598 -0.007 0.235 0.334
C -0.7393 -0.9946 -7.6058 0.167 0.101 -0.183
C -0.0838 0.0094 -8.3090 0.002 -0.036 0.198
C 0.3310 1.1600 -7.6497 0.025 -0.194 -0.173
C 0.0739 1.3117 -6.3020 -0.199 -0.143 0.342
H 1.9658 -0.3478 -4.6073 -0.195 0.036 0.159
H 2.7278 -0.3287 -3.0030 -0.046 0.026 -0.011
H 2.1764 1.1848 -3.7509 -0.067 -0.029 0.009
H 0.3204 -2.2624 -4.1940 -0.064 0.180 0.144
H -0.9575 -2.4381 -2.9650 0.102 0.090 0.017
H 0.7483 -2.6358 -2.5168 -0.080 0.106 -0.028
H -1.0688 1.6701 -4.0157 -0.071 -0.187 0.093
H -2.0153 0.1527 -3.9849 0.161 0.136 0.121
H -1.5577 -1.6006 -5.7249 -0.067 -0.067 0.001
H -1.0422 -1.8967 -8.1142 -0.075 -0.066 -0.046
H 0.1016 -0.1044 -9.3648 0.036 -0.023 -0.113
H 0.8473 1.9371 -8.1913 0.041 0.076 -0.052
H 0.3832 2.2144 -5.7917 0.008 0.119 0.007
F -3.3972 6.4648 -0.4499 0.189 -0.093 -0.037
C -3.8683 5.4321 0.2532 -0.245 0.272 -0.070
F -4.0417 5.8270 1.5089 0.119 -0.079 0.178
F -5.0635 5.1131 -0.2518 0.016 -0.170 -0.039
C -2.9264 4.2443 0.1579 0.153 -0.253 -0.043
C -2.1616 3.8233 1.2393 -0.126 0.014 -0.345
C -1.3407 2.7182 1.0812 0.060 0.259 0.477
N -1.2475 2.0366 -0.0684 0.054 -0.160 0.068
C -1.9924 2.4544 -1.0998 -0.170 -0.085 -0.584
C -2.8357 3.5460 -1.0428 0.164 0.034 0.348
H -2.2158 4.3439 2.1849 0.060 -0.077 0.039
H -0.7516 2.3658 1.9164 0.033 0.000 -0.063
H -1.9109 1.8783 -2.0148 -0.033 0.040 0.055
H -3.4131 3.8427 -1.9052 -0.026 -0.041 -0.070
```
Forces are in eV/Å.

Its spin multiplicity is 2. For the HOMO-LUMO gap (spin up / spin down), the calculation gives 0.212 / 0.241 hartree. The HOMO energy (spin up / spin down) comes out at -13.796 / -13.802 eV. Its charge is +2.

natural (NBO) population analysis, charges in e, atoms 1 to 5: Cr 1.134; O -0.501; C 0.628; N -0.546; C -0.298


This record from OMol25 describes 4 unconnected molecules or ions with the total composition C27H27Br2N3O11 at a distorted geometry. The level of theory is wB97M-V/def2-TZVPD.

The geometry in XYZ format:
```
70
Properties=species:S:1:pos:R:3:forces:R:3
C 3.1632 -1.3175 2.6088 -0.054 0.226 -0.209
C 1.9150 -0.4695 2.3519 0.198 -0.052 0.209
C 0.7494 -0.9222 3.2351 -0.058 0.477 -0.395
C -0.4508 -1.7280 2.6653 0.115 -0.267 0.199
Br -1.8645 -0.4932 2.2655 -0.207 0.095 0.007
O -0.7942 -2.6183 3.7582 -0.165 0.208 0.025
C -0.0822 -3.7404 3.5713 0.435 -1.274 0.794
O 0.1211 -4.5997 4.3801 -0.249 1.105 -1.006
O 0.4163 -3.7691 2.2784 0.104 -0.128 0.028
C -0.3098 -2.8118 1.5604 -0.801 0.033 -0.110
Br -2.1668 -3.6240 1.3080 0.355 0.089 0.097
C 0.1196 -2.5017 0.1236 0.322 -0.063 0.203
C 1.5349 -2.8741 -0.3038 -0.414 -0.039 -0.361
C 1.7144 -2.5189 -1.7672 -0.314 0.781 -0.465
O 1.1139 -1.6263 -2.3245 0.498 -0.865 0.431
O 2.6438 -3.2310 -2.4387 -0.129 0.189 0.029
H 4.0255 -0.9556 2.0495 -0.034 -0.021 -0.104
H 3.4202 -1.2518 3.6654 0.015 -0.030 0.067
H 2.9991 -2.3654 2.3825 -0.018 -0.265 -0.067
H 2.1697 0.5498 2.6403 -0.083 0.098 -0.092
H 1.6217 -0.4101 1.3055 0.085 -0.109 -0.174
H 1.1507 -1.4624 4.0888 -0.033 -0.229 -0.014
H 0.2805 -0.0303 3.6436 0.003 -0.068 0.195
H -0.0918 -1.4539 -0.0801 0.067 0.091 0.055
H -0.5356 -3.0636 -0.5318 -0.078 0.058 -0.029
H 1.6866 -3.9459 -0.1817 0.157 -0.024 0.223
H 2.3022 -2.3239 0.2149 0.380 0.084 0.443
H 3.0616 -3.8752 -1.8557 -0.003 -0.055 0.015
C 0.7864 1.2495 -5.4286 0.071 0.062 0.062
C 0.1962 0.8185 -4.2482 -0.028 -0.055 -0.094
C -0.2525 1.7419 -3.3176 0.001 -0.126 0.095
C -0.0888 3.0869 -3.5851 0.040 -0.031 -0.037
C 0.5168 3.5386 -4.7423 0.095 0.120 -0.185
C 0.9540 2.6078 -5.6713 0.004 -0.076 0.052
N -0.5454 4.0735 -2.5911 0.033 -0.029 -0.010
O -1.0385 3.6522 -1.5666 -0.056 -0.043 0.104
O -0.3961 5.2476 -2.8555 0.016 0.131 -0.028
H 1.1410 0.5244 -6.1486 -0.012 -0.011 -0.015
H 0.0939 -0.2360 -4.0389 0.024 -0.006 0.003
H -0.7059 1.4182 -2.3931 -0.036 0.061 0.021
H 0.6667 4.5953 -4.9049 -0.105 0.034 0.051
H 1.4441 2.9428 -6.5752 -0.032 0.014 -0.032
C -8.1605 -0.0436 4.4980 0.010 -0.017 -0.016
C -8.8971 -1.0354 3.8639 0.048 0.052 0.030
C -8.2875 -1.8754 2.9464 -0.140 -0.025 0.001
C -6.9424 -1.7009 2.6829 -0.040 0.044 0.073
C -6.1893 -0.7209 3.3008 0.103 0.099 0.062
C -6.8100 0.1138 4.2157 -0.074 -0.018 0.009
N -6.2834 -2.5957 1.7174 0.012 0.040 0.048
O -6.9599 -3.4485 1.1836 -0.075 -0.086 -0.058
O -5.0986 -2.4256 1.5188 0.038 0.008 -0.073
H -8.6401 0.6077 5.2162 -0.007 0.011 0.004
H -9.9482 -1.1569 4.0847 -0.017 -0.006 0.000
H -8.8464 -2.6507 2.4449 0.063 -0.036 -0.041
H -5.1386 -0.6163 3.0753 0.008 -0.070 -0.049
H -6.2373 0.8857 4.7104 0.014 0.009 0.005
C 4.3690 3.8037 -3.5549 0.029 -0.007 0.042
C 5.6092 4.1281 -3.0192 -0.066 -0.034 -0.013
C 6.0629 3.4892 -1.8763 0.102 0.104 -0.044
C 5.2572 2.5305 -1.2909 -0.022 0.022 -0.063
C 4.0198 2.1954 -1.8043 -0.146 -0.076 -0.028
C 3.5763 2.8406 -2.9465 -0.001 0.011 -0.010
N 5.7346 1.8363 -0.0829 0.039 0.102 -0.071
O 6.8139 2.1592 0.3635 0.079 0.008 0.048
O 5.0185 0.9794 0.3943 -0.112 -0.142 0.091
H 4.0189 4.3034 -4.4485 -0.009 0.009 -0.004
H 6.2258 4.8798 -3.4917 0.015 0.011 0.000
H 7.0236 3.7314 -1.4484 0.003 -0.052 0.057
H 3.4127 1.4437 -1.3233 0.033 -0.024 0.044
H 2.6094 2.5879 -3.3578 0.006 -0.028 -0.022
```
Forces are in eV/Å.

For the HOMO-LUMO gap, the calculation gives 0.345 hartree. The HOMO energy comes out at -9.981 eV.

natural (NBO) population analysis, charges in e, atoms 1 to 5: C -0.616; C -0.407; C -0.465; C 0.181; Br 0.088